Record 1
Density functional theory data (ωB97M-V/def2-TZVPD) for a cluster of 4 separate species, C22H32BF3N2O11 in total.

Structure (XYZ):
```
71
Properties=species:S:1:pos:R:3:forces:R:3
F 5.28170 -2.20002 -4.16920 0.063 0.034 0.075
F 0.22104 -2.87216 -8.36816 -0.029 0.012 0.079
F 5.39139 4.52102 4.08357 -0.013 0.036 -0.065
O 1.95807 4.54765 4.37582 0.003 -0.020 0.011
O 4.09479 -2.52879 -2.27137 -0.115 -0.170 -0.061
O 3.70144 5.90053 4.66350 -0.036 -0.019 0.228
O -0.37794 1.86066 1.32128 -0.052 -0.224 -0.065
O 2.66366 -2.10662 -0.59170 -0.066 0.141 -0.123
O 1.97695 -5.50320 -7.00785 -0.012 -0.010 -0.031
O 2.13800 -3.29922 -7.25347 0.141 -0.040 -0.166
O 3.59586 -4.37994 -5.91799 -0.112 -0.047 -0.040
O 0.24300 -1.75833 0.75044 0.381 -0.114 0.321
O 2.45088 -1.07361 -2.58041 0.042 0.030 0.035
O 1.60689 6.73759 4.77108 0.001 0.022 -0.038
N 2.85574 1.47504 1.80754 0.309 -0.024 0.135
N -0.95450 -0.54920 -2.11027 -0.141 -0.090 -0.194
C -1.75121 1.65569 0.97827 -0.270 0.115 0.023
C -0.15098 -0.71546 3.00220 -0.031 -0.187 -0.022
C -2.65324 1.34925 2.17696 -0.198 0.091 -0.329
C -4.86645 0.09704 1.68749 -0.117 0.230 -0.190
C 3.12431 3.76702 4.08741 0.004 -0.045 -0.003
C 4.21338 4.58544 4.74873 -0.039 0.042 -0.067
C 0.65040 0.95622 -0.70876 -0.060 0.182 -0.013
C -2.36099 2.29943 3.33801 -0.161 -0.303 0.226
C 0.50055 0.85417 0.83737 0.396 -0.082 -0.026
C 3.26658 -1.00327 -3.75977 -0.021 0.049 -0.076
C 3.03929 -1.91835 -1.70999 0.070 -0.033 0.005
C 1.82263 1.20534 1.39157 -0.370 0.137 -0.132
C 4.03116 -2.30922 -3.68227 -0.037 0.108 0.049
C 2.33993 5.82178 4.61520 -0.007 -0.004 -0.100
C -1.15096 -1.83315 3.36478 -0.083 0.270 0.264
C -4.31628 -0.83978 0.59147 0.027 -0.098 0.112
C 1.25454 -3.73580 -8.27354 0.004 -0.001 0.084
C 0.83112 -5.10026 -7.76602 -0.066 -0.047 -0.032
C -0.24609 0.11060 -1.49709 0.146 0.066 0.250
C 2.66274 -4.40057 -6.65115 -0.022 0.005 0.074
C -6.35820 0.34731 1.46332 0.096 -0.257 -0.114
C -4.12904 1.43930 1.71948 0.036 -0.056 0.030
B 0.18767 -0.62497 1.47683 -0.188 -0.053 -0.051
H 1.67708 0.74907 -1.00072 0.010 -0.191 -0.069
H 0.93490 -1.86449 0.07241 -0.263 0.231 -0.138
H -1.85584 0.86581 0.22994 0.060 0.008 0.007
H -1.29840 2.51332 3.44005 -0.008 0.045 -0.026
H 2.64317 -0.91053 -4.64372 -0.118 -0.046 0.083
H -0.64278 -2.76574 3.60126 -0.031 -0.062 -0.191
H -4.66556 2.12994 2.37625 -0.007 -0.058 0.029
H -0.43292 0.24257 3.43797 -0.018 -0.004 -0.060
H 1.79181 -3.74765 -9.22318 -0.075 0.055 -0.046
H -3.48343 -0.40513 0.03761 0.004 0.000 0.034
H 4.39461 4.34346 5.79781 0.101 -0.037 -0.023
H 0.45300 1.99601 -0.97958 0.042 0.013 0.029
H -6.50412 0.84403 0.49986 -0.033 0.109 0.074
H -2.50631 0.30712 2.47115 0.259 0.119 0.157
H -4.18908 1.88220 0.71638 -0.003 -0.003 0.018
H -6.89738 -0.60062 1.40589 -0.058 0.031 0.109
H 3.53157 -3.15209 -4.15664 0.184 0.001 0.033
H 0.62592 -5.82115 -8.55099 0.127 -0.051 0.016
H -3.96904 -1.78886 1.00258 -0.001 -0.002 -0.036
H -0.03049 -5.01164 -7.10303 -0.024 0.063 -0.032
H 0.82287 -0.96514 3.45048 -0.013 0.075 0.029
H -2.69984 1.85344 4.27671 -0.029 0.044 -0.006
H -2.10450 2.57986 0.50954 0.112 0.042 0.033
H -2.91432 3.23276 3.21820 0.174 0.079 -0.084
H -6.79363 0.95801 2.25481 -0.027 0.017 -0.029
H 3.27434 3.71346 3.01020 0.085 0.002 0.006
H 3.01717 2.76334 4.48602 -0.105 0.035 0.057
H -4.74123 -0.37994 2.66514 0.019 0.013 -0.005
H 3.94202 -0.15046 -3.68148 0.059 -0.037 -0.021
H -5.08892 -1.07058 -0.14424 0.014 -0.007 0.008
H -1.72241 -1.55346 4.25251 0.022 -0.030 0.010
H -1.87353 -2.01383 2.56768 0.068 -0.098 -0.027
```
Forces are in eV/Å.

Computed properties:
- LUMO: 0.010 Eh
- M: 568.3 g/mol
- Calculated total energy: -57665.525 eV
- Structure (SMILES): CCB(O)[C@@](C#N)(CC#N)OC[C@@H](C)CC(C)C.O=C1OC[C@@H](F)O1.O=C1OC[C@@H](F)O1.O=C1OC[C@@H](F)O1
- Gap between HOMO and LUMO: 10.06 eV
- Maximum force: 0.0099 hartree/bohr

***

Record 2
Density functional theory data (ωB97M-V/def2-TZVPD) for a structure of composition C22H32Cl2N4RuSSeSi2.

Structure (XYZ):
```
65
Properties=species:S:1:pos:R:3:forces:R:3
Ru 0.21621 -0.29027 -0.39573 0.603 0.309 0.607
Se 1.73573 -2.13240 -0.92083 0.077 -0.189 -0.028
Cl -1.08442 1.73175 -0.46376 -0.272 0.095 -0.145
Cl 0.77836 1.47682 -2.70720 -0.171 0.103 -0.168
S -1.44237 -1.49006 -1.58035 0.160 0.013 0.167
Si -1.37255 -0.95838 1.44198 0.020 0.014 -0.428
Si 1.29434 0.14650 1.71843 -0.395 -0.724 -0.013
N 4.39107 -2.56293 0.13806 0.031 0.031 -0.027
N 4.20989 -0.67151 -0.90199 -0.110 0.112 0.016
N -2.57696 -3.74110 -2.34225 -0.010 0.074 -0.078
N -0.79282 -4.16689 -1.16657 -0.027 0.231 -0.035
C -1.21691 -5.49883 -1.60957 -0.049 -0.091 -0.029
C 0.21195 0.59616 3.11221 -0.026 0.409 0.265
C 5.53751 -0.74980 -0.49549 0.020 0.052 -0.030
C 0.55422 1.33990 4.24878 -0.093 -0.121 -0.070
C -1.03067 -0.02003 3.01171 -0.088 0.061 0.232
C -1.56465 -3.21182 -1.66799 0.267 0.210 0.006
C 6.85298 -2.38989 0.72117 -0.033 0.110 -0.071
C 4.09955 -3.82956 0.78515 -0.154 -0.101 0.011
C -1.25113 -2.78906 1.76264 0.051 -0.055 0.051
C -0.35902 1.46509 5.27644 -0.037 -0.013 0.016
C -1.60238 0.84036 5.18870 0.031 0.023 0.006
C -0.64398 2.33941 -2.11144 -0.028 0.020 -0.023
C -3.11295 -0.45199 0.97579 -0.086 0.016 0.130
C -2.57028 -5.20401 -2.29253 -0.045 -0.136 0.012
C 3.53754 -1.76121 -0.50130 -0.039 0.075 -0.080
C 6.61712 0.11126 -0.65168 -0.007 -0.112 0.061
C 5.65087 -1.96316 0.16708 0.077 -0.026 0.039
C 1.96774 1.57057 0.68963 -0.397 -0.091 -0.570
C 7.81183 -0.30865 -0.10438 -0.043 -0.142 0.062
C 2.63978 -0.89579 2.43533 -0.042 -0.012 0.253
C 7.92727 -1.53749 0.57185 -0.010 0.104 -0.055
C -1.94094 0.10289 4.07037 0.109 0.024 -0.117
H -2.30739 0.93902 6.00102 -0.044 0.007 0.057
H 0.09313 -3.97588 -0.72127 -0.103 -0.013 -0.020
H -3.32091 -3.18640 -2.73677 0.068 -0.045 0.051
H -1.85969 -3.37137 1.07478 -0.017 -0.049 -0.022
H -1.48731 2.13388 -2.76432 0.090 0.020 0.041
H -0.48426 -5.90957 -2.30443 -0.033 -0.003 0.004
H -3.32805 0.53977 1.37238 -0.029 0.061 0.011
H 4.37782 -3.76466 1.83628 -0.004 -0.017 -0.010
H 6.53287 1.05189 -1.17282 -0.012 0.077 -0.050
H -3.41479 -5.56044 -1.70201 0.036 -0.010 -0.025
H -0.10997 2.04427 6.15349 0.004 0.037 0.052
H 2.90412 1.80413 1.20499 0.083 -0.094 -0.041
H 1.30041 2.42677 0.72593 0.062 0.089 0.110
H 3.53673 -0.98905 1.84961 0.339 -0.063 -0.222
H 8.68236 0.32118 -0.19956 0.078 0.035 0.003
H 2.91015 -0.37545 3.35804 0.042 -0.011 0.103
H 4.66786 -4.62187 0.30104 -0.025 -0.018 0.021
H 2.28143 -1.88216 2.73544 -0.025 -0.004 -0.055
H -0.43064 3.40081 -2.02049 -0.008 -0.102 -0.010
H 3.03265 -4.03202 0.69940 0.137 0.011 0.017
H 6.94688 -3.33281 1.23586 0.010 -0.083 0.045
H -1.62345 -2.96862 2.77176 -0.045 -0.044 0.085
H -0.22224 -3.15090 1.72258 0.005 -0.020 0.007
H 8.88460 -1.82159 0.98295 0.042 0.004 0.008
H -2.63439 -5.62471 -3.29403 0.012 -0.005 0.046
H 2.21933 1.38813 -0.35690 0.109 0.088 -0.070
H 1.51977 1.81910 4.33721 0.098 0.040 -0.013
H -1.31964 -6.17176 -0.76092 -0.001 0.003 -0.027
H 3.79779 0.05933 -1.46096 0.044 -0.094 -0.002
H -3.78785 -1.15085 1.47889 -0.054 0.002 0.034
H -2.91485 -0.36397 4.02215 -0.095 -0.059 -0.019
H -3.35690 -0.46900 -0.07839 -0.048 -0.009 -0.077
```
Forces are in eV/Å.

Computed properties:
- LUMO: -0.235 Eh
- M: 691.7 g/mol
- Energy above the lowest of the compared OMol25 structures with the same formula, charge and spin: 0.114 eV
- Calculated total energy: -148846.651 eV
- Charge: +2
- Gap between HOMO and LUMO: 7.31 eV
- Maximum force: 0.0177 hartree/bohr

***

Record 3
Density functional theory data (ωB97M-V/def2-TZVPD) for a structure of composition C22H32I2NO3P2Tc at a distorted geometry.

Structure (XYZ):
```
63
Properties=species:S:1:pos:R:3:forces:R:3
I -0.13733 0.40368 -6.39180 0.127 0.003 0.028
I -2.22550 0.45117 -4.77230 -0.239 0.452 0.408
Tc -0.75773 0.93899 -1.42746 -0.274 -4.213 -1.107
P -0.41561 3.06899 -2.05681 0.932 4.082 -0.513
P -0.56554 -1.60185 -2.73843 1.195 -3.267 1.140
O -2.88793 2.04563 0.45993 3.007 -1.986 -3.303
O 0.19295 -0.14512 -0.17663 -0.489 0.244 -1.045
O 1.71601 -1.63534 0.59129 -1.426 2.479 -0.773
N -0.45954 0.70924 2.61049 -0.495 -0.369 0.255
C 1.24716 -1.49625 3.65546 0.195 0.033 0.172
C -1.84133 -3.18393 2.27833 0.231 -0.361 -0.044
C -1.72228 3.89247 -3.03902 -0.370 -0.635 0.157
C 1.14849 -2.28488 -2.58453 0.524 1.002 -0.293
C 0.80816 1.21289 2.33505 0.528 0.294 0.164
C 3.44085 2.14360 1.99501 0.288 0.130 0.261
C -0.89709 -0.61248 2.60495 0.219 1.045 0.425
C -1.24924 -2.55660 -1.31523 -0.793 0.887 0.482
C -2.71492 -2.10977 2.08651 -0.089 1.196 0.051
C 3.02087 1.01507 1.29903 -0.432 -0.187 0.038
C -0.07450 -1.69292 2.99716 0.398 -0.682 -0.427
C -1.18123 -2.76314 -4.04445 -0.424 0.762 -0.688
C 1.70817 0.58139 1.45422 -0.132 0.182 0.010
C 0.39183 -4.17627 2.83195 0.005 -0.357 0.156
C 2.53665 2.82259 2.82979 -0.036 0.231 -0.173
C -0.16610 4.26562 -0.68958 -0.135 -0.606 0.260
C 1.09076 3.29758 -3.06396 -0.132 -0.584 0.282
C -2.24432 -0.81651 2.26114 -1.044 -0.554 -0.402
C -2.12252 1.59844 -0.31910 -3.356 2.645 3.597
C -0.53095 -2.99202 2.71617 0.237 0.030 -0.042
C 1.22390 -0.50318 0.58412 1.724 -2.423 0.996
C 1.22359 2.38244 2.98742 0.237 -0.071 0.177
H 1.42748 -2.27394 4.40016 -0.103 0.064 -0.082
H 1.12087 -3.35636 -2.82630 -0.217 0.311 0.045
H 3.66380 0.44897 0.61852 -0.069 0.341 0.304
H -1.86548 3.31426 -3.95532 -0.148 0.316 0.049
H -1.13196 4.50515 -0.22503 0.257 -0.045 -0.071
H -1.44285 4.93091 -3.27737 0.132 -0.401 0.190
H 1.14902 4.34867 -3.37497 -0.049 -0.248 0.059
H -0.73769 -2.53491 -5.01693 -0.139 -0.013 0.053
H -2.65000 3.89324 -2.44670 0.176 0.048 -0.308
H 0.53074 2.86975 3.67905 0.344 -0.009 -0.170
H -1.54681 -3.55684 -1.63898 0.005 0.220 -0.124
H -0.52913 -2.64218 -0.49615 -0.073 0.245 -0.198
H -1.14754 1.40445 2.91661 0.196 -0.299 -0.247
H 2.04511 -1.57520 2.91300 0.085 -0.026 0.169
H 1.97370 3.04382 -2.45860 -0.162 0.050 -0.314
H -2.88494 0.05433 2.08529 0.163 -0.416 0.084
H 1.01863 2.64696 -3.94213 0.250 0.154 0.020
H 1.77987 -1.78172 -3.32221 0.218 -0.217 0.118
H 2.86010 3.72176 3.35587 -0.059 -0.307 -0.096
H 1.29190 -4.06042 2.21005 -0.228 0.161 0.186
H 1.56256 -2.15379 -1.57134 -0.270 0.073 -0.470
H -2.27161 -2.69900 -4.10983 0.169 -0.029 -0.095
H 0.49036 3.79633 0.05289 -0.041 0.278 0.010
H -2.17945 -4.20854 2.09508 0.033 0.389 0.077
H -0.90533 -3.79233 -3.76860 0.085 0.520 0.179
H 0.29669 5.18470 -1.07202 -0.119 -0.287 0.003
H 1.31487 -0.53040 4.15865 0.060 -0.091 -0.044
H 4.48537 2.47179 1.89690 -0.617 -0.018 0.111
H -0.12137 -5.08315 2.48914 0.129 0.214 0.156
H -3.74289 -2.27199 1.77534 0.141 -0.022 0.126
H -2.13777 -2.01465 -0.96564 -0.017 -0.451 0.284
H 0.72797 -4.35916 3.86284 -0.114 0.094 -0.253
```
Forces are in eV/Å.

Computed properties:
- LUMO (spin up / spin down): -0.421 / -0.466 Eh
- M: 772.3 g/mol
- Energy above the lowest of the compared OMol25 structures with the same formula, charge and spin: 0.741 eV
- <S²>: 3.85
- 2S+1: 4
- Calculated total energy: -67915.248 eV
- Charge: +3
- Gap between HOMO and LUMO (spin up / spin down): 5.43 / 4.40 eV
- Maximum force: 0.1086 hartree/bohr